Density functional theory data (the ωB97M-V functional and the def2-TZVPD basis) for C16H15LiN3O3 as an isolated structure at a distorted geometry.

Its HOMO energy is -1.338 eV. For the energy above the lowest of the compared OMol25 structures with the same formula, charge and spin, the calculation gives 271.1 kJ/mol. The value obtained for the LUMO energy is 2.282 eV. The electronic energy comes out at -1016.2212 Eh.

The geometry in ORCA input format:
```
! wB97M-V def2-TZVPD RIJCOSX def2/J DEFGRID3
* xyz -1 1
Li 20.85 -19.94 11.72
C 22.22 -21.99 11.37
O 23.04 -22.93 11.26
O 22.61 -20.82 11.14
O 21.11 -22.08 11.83
N 19.60 -18.78 10.61
C 19.88 -17.82 9.78
C 18.97 -16.94 9.18
C 17.58 -17.10 9.55
C 17.23 -18.07 10.50
C 18.31 -18.94 10.94
H 20.91 -17.66 9.48
H 19.32 -16.05 8.69
H 16.89 -16.40 9.10
H 16.20 -18.13 10.82
H 18.02 -19.34 11.90
N 21.22 -18.91 13.58
C 21.67 -19.74 14.60
C 22.01 -19.29 15.87
C 21.73 -17.95 16.13
C 21.48 -17.01 15.11
C 21.05 -17.56 13.87
H 21.78 -20.78 14.32
H 22.26 -19.97 16.68
H 21.83 -17.63 17.16
H 21.44 -15.96 15.34
H 20.66 -16.80 13.20
N 18.08 -22.09 12.46
C 18.49 -21.61 13.60
C 17.68 -21.25 14.65
C 16.33 -21.43 14.45
C 15.88 -21.94 13.27
C 16.78 -22.31 12.26
H 19.52 -21.29 13.68
H 18.01 -20.96 15.64
H 15.61 -20.90 15.06
H 14.86 -22.07 12.95
H 16.49 -22.70 11.29
*
```

Density functional theory data (the ωB97M-V functional and the def2-TZVPD basis) for C16H15N2O5Pd as an isolated structure at a distorted geometry.

Its HOMO energy (alpha / beta) is -5.129 / -5.846 eV. The value obtained for the LUMO energy (alpha / beta) is 2.651 / 1.369 eV. As for the expectation value of S²: 2.004. The electronic energy comes out at -1232.3486 Eh.

The geometry in ORCA input format:
```
! wB97M-V def2-TZVPD RIJCOSX def2/J DEFGRID3
* xyz -1 3
Pd 0.16 -0.66 -0.54
O -5.66 -2.64 -2.22
C -4.41 -2.22 -1.87
C -3.80 -1.12 -2.47
C -2.55 -0.72 -2.03
N -1.93 -1.36 -1.04
C -2.47 -2.44 -0.50
C -3.72 -2.91 -0.88
C -1.56 -3.18 0.53
O -2.05 -4.13 1.12
O -0.40 -2.71 0.62
C -1.76 0.43 -2.67
O -2.36 1.23 -3.38
O -0.52 0.40 -2.42
H -6.01 -2.05 -2.90
H -4.28 -0.56 -3.27
H -4.12 -3.79 -0.41
C 0.35 2.50 -0.10
N 0.67 2.62 1.30
C 1.75 3.55 1.54
C 0.85 1.33 1.96
C 2.08 0.55 1.51
C 3.31 0.77 2.10
C 4.43 0.06 1.70
C 4.32 -0.89 0.70
C 3.08 -1.12 0.10
C 1.95 -0.39 0.47
H 0.09 3.48 -0.50
H -0.52 1.84 -0.21
H 1.18 2.09 -0.71
H 1.44 4.54 1.19
H 2.69 3.28 1.04
H 1.93 3.61 2.62
H -0.05 0.73 1.74
H 0.90 1.52 3.03
H 3.41 1.49 2.91
H 5.39 0.24 2.17
H 5.19 -1.46 0.40
H 3.00 -1.89 -0.66
*
```

Density functional theory data (the ωB97M-V functional and the def2-TZVPD basis) for C16H15N2O6S2 as an isolated structure at a distorted geometry.

Its HOMO energy is -5.804 eV. The value obtained for the LUMO energy is 0.897 eV. The electronic energy comes out at -1976.0804 Eh.

The geometry in ORCA input format:
```
! wB97M-V def2-TZVPD RIJCOSX def2/J DEFGRID3
* xyz -1 1
N 0.82 3.06 0.38
C 0.38 4.22 -0.40
C -0.38 5.29 0.44
S -2.17 5.49 0.10
O -2.31 6.82 -0.54
O -2.84 5.51 1.45
N -2.81 4.29 -0.86
S -3.32 3.03 0.10
O -4.03 2.01 -0.72
O -2.11 2.48 0.80
H 0.74 3.23 1.37
H 0.34 2.22 0.11
H 1.30 4.71 -0.76
H -0.15 3.90 -1.30
H -0.24 5.05 1.50
H 0.07 6.27 0.26
H -4.19 3.45 1.09
C -2.67 -2.90 1.10
C -2.42 -1.54 0.93
C -1.20 -1.11 0.45
C -0.21 -2.03 0.14
C -0.44 -3.40 0.33
C -1.68 -3.83 0.80
C 0.62 -4.39 0.05
O 0.42 -5.58 0.20
C 1.94 -3.90 -0.42
C 2.98 -4.81 -0.64
C 4.21 -4.36 -1.09
C 4.42 -3.01 -1.33
C 3.39 -2.10 -1.11
C 2.16 -2.54 -0.65
C 1.08 -1.55 -0.39
O 1.25 -0.37 -0.60
H -3.63 -3.23 1.46
H -3.19 -0.81 1.18
H -1.01 -0.05 0.32
H -1.87 -4.88 0.93
H 2.81 -5.86 -0.45
H 5.01 -5.07 -1.25
H 5.38 -2.67 -1.69
H 3.56 -1.05 -1.30
*
```

Density functional theory data (the ωB97M-V functional and the def2-TZVPD basis) for C16H15N3O as an isolated structure at a distorted geometry.

Its HOMO energy is -8.193 eV. For the energy above the lowest of the compared OMol25 structures with the same formula, charge and spin, the calculation gives 1146.8 kJ/mol. The value obtained for the LUMO energy is -0.380 eV. The electronic energy comes out at -857.7974 Eh.

The geometry in ORCA input format:
```
! wB97M-V def2-TZVPD RIJCOSX def2/J DEFGRID3
* xyz 0 1
C 4.71 1.76 0.50
C 5.17 0.42 0.42
C 4.20 -0.46 0.50
C 2.75 -0.23 0.59
C 2.38 0.97 0.46
C 3.27 2.04 0.56
H 2.95 3.04 0.66
H 1.29 1.46 0.56
C 1.58 -1.24 0.60
H 1.98 -2.08 1.40
H 0.64 -0.64 1.05
C 1.31 -1.83 -0.78
H 2.35 -2.63 -1.10
H 0.63 -2.58 -0.54
C 1.03 -0.94 -1.89
C -0.29 -0.24 -1.31
N -1.21 -0.81 -0.74
C -2.14 0.37 -0.72
N -1.50 1.57 -1.49
O -0.41 1.11 -1.73
C -3.46 0.37 -0.25
N -4.29 1.55 -0.07
C -5.37 1.53 0.40
C -5.92 0.35 1.19
C -5.06 -0.66 0.84
C -3.73 -0.78 0.47
H -3.14 -1.83 0.50
H -5.37 -1.56 1.56
H -6.91 0.29 1.58
H -5.91 2.29 0.34
H 0.92 -1.33 -2.76
H 1.80 -0.20 -2.01
H 4.35 -1.55 0.56
H 6.03 0.01 0.33
H 5.39 2.46 0.33
*
```

Density functional theory data (the ωB97M-V functional and the def2-TZVPD basis) for one molecule with the formula C16H15N3O3 at a distorted geometry.

Its HOMO energy is -8.615 eV. For the energy above the lowest of the compared OMol25 structures with the same formula, charge and spin, the calculation gives 449.4 kJ/mol. The value obtained for the LUMO energy is -0.930 eV. As for the structure (SMILES): C=CCN1C(=O)NC(=O)/C(=C/C/C=N/c2ccccc2)C1=O. The electronic energy comes out at -1008.5766 Eh.

The geometry in ORCA input format:
```
! wB97M-V def2-TZVPD RIJCOSX def2/J DEFGRID3
* xyz 0 1
O -2.88 -0.20 2.40
O 0.99 2.36 1.79
O -2.70 3.53 4.21
N 2.09 -0.93 -1.53
C -2.14 0.74 2.50
C -0.16 2.18 2.28
C -2.16 2.90 3.38
C 1.27 2.88 5.19
C 0.14 3.66 4.95
C -0.81 0.90 2.03
C -0.28 -0.24 1.38
C 1.03 -0.93 -0.70
C 2.52 -2.36 -5.40
C 3.39 -1.48 -4.85
C 1.44 -2.87 -4.66
C 3.14 -1.08 -3.56
C 1.15 -2.40 -3.36
C 2.06 -1.49 -2.76
N -2.74 1.71 3.14
N -0.83 3.09 2.97
C 1.03 -0.48 0.77
C -0.03 4.20 3.64
H 2.02 2.82 4.49
H 1.28 2.45 6.16
H -0.67 3.84 5.71
H -1.02 -1.08 1.36
H 0.19 -1.30 -1.18
H 2.76 -2.82 -6.43
H 4.31 -1.18 -5.32
H 0.90 -3.70 -5.21
H 4.03 -0.57 -3.27
H 0.25 -2.83 -2.76
H -3.75 1.63 3.17
H 1.55 -1.20 1.40
H 1.72 0.41 0.85
H 0.99 4.31 3.14
H -0.49 5.12 3.66
*
```

Density functional theory data (the ωB97M-V functional and the def2-TZVPD basis) for C16H15N5NaO4 as an isolated structure at a distorted geometry.

Its HOMO energy is -4.280 eV. For the energy above the lowest of the compared OMol25 structures with the same formula, charge and spin, the calculation gives 0.0 kJ/mol. The value obtained for the LUMO energy is 2.355 eV. The electronic energy comes out at -1355.7906 Eh.

The geometry in ORCA input format:
```
! wB97M-V def2-TZVPD RIJCOSX def2/J DEFGRID3
* xyz -1 1
Na 0.23 -0.87 -0.06
O -2.81 -3.52 0.87
C -2.27 -2.46 0.56
N -1.39 -1.74 1.27
C -1.46 -1.32 2.52
O -2.45 -1.21 3.25
C -0.13 -0.82 3.05
C -0.06 -0.39 4.37
C 1.14 0.11 4.86
C 2.23 0.17 4.01
C 2.08 -0.30 2.71
N 0.93 -0.79 2.24
C -2.44 -1.94 -0.85
C -3.31 -2.58 -1.73
C -3.40 -2.12 -3.04
C -2.62 -1.03 -3.42
C -1.81 -0.44 -2.46
N -1.73 -0.87 -1.21
H -0.96 -0.45 4.97
H 1.22 0.45 5.88
H 3.18 0.57 4.33
H 2.90 -0.28 2.01
H -3.88 -3.43 -1.37
H -4.05 -2.60 -3.75
H -2.64 -0.66 -4.43
H -1.19 0.42 -2.71
C 2.47 4.00 -1.98
C 1.75 2.86 -1.32
N 0.96 3.05 -0.33
O 0.90 4.41 0.03
C 1.96 1.49 -1.82
C 2.87 1.26 -3.00
N 1.37 0.51 -1.21
O 1.54 -0.71 -1.65
H 1.98 4.94 -1.74
H 2.53 3.87 -3.05
H 3.50 4.06 -1.59
H 0.26 4.37 0.74
H 2.43 1.62 -3.93
H 3.02 0.18 -3.08
H 3.84 1.74 -2.86
*
```

Density functional theory data (the ωB97M-V functional and the def2-TZVPD basis) for one molecule with the formula C16H15N7OS at a distorted geometry.

Its HOMO energy is -8.198 eV. The value obtained for the LUMO energy is -0.594 eV. As for the structure (SMILES): Cc1csc(NC(=O)c2cc(-c3cc(C)nn3C)cn3ncnc23)n1. The electronic energy comes out at -1475.4026 Eh.

The geometry in ORCA input format:
```
! wB97M-V def2-TZVPD RIJCOSX def2/J DEFGRID3
* xyz 0 1
O 0.12 -0.92 -2.34
N 0.23 -0.74 3.58
N 1.08 -4.77 -1.57
N 0.40 -2.08 1.83
N -0.60 5.48 0.34
S -0.45 -3.64 -3.33
C 0.28 -1.29 -1.18
C 0.35 -2.00 3.17
C 0.40 -3.67 -1.82
C 0.36 -0.88 1.36
C -1.71 5.09 0.93
C 0.23 -5.14 -3.60
C 0.12 0.98 -0.08
C -1.60 3.73 1.43
C 0.26 -0.38 0.01
C 0.04 1.87 1.12
C 0.09 1.32 2.37
C -0.38 3.31 0.97
C 0.81 -5.68 -2.49
N 0.37 -2.61 -0.90
N 0.28 -0.07 2.42
N 0.20 4.32 0.33
C -2.92 5.93 1.05
C 1.37 -7.02 -2.27
C 1.47 4.35 -0.28
H 0.24 -2.89 3.80
H 0.05 -5.61 -4.47
H 0.05 1.44 -1.07
H -2.32 3.11 1.96
H 0.16 1.96 3.32
H 0.52 -2.87 0.04
H -3.79 5.25 0.95
H -3.00 6.67 0.34
H -2.86 6.43 2.09
H 0.89 -7.82 -2.83
H 1.27 -7.16 -1.22
H 2.43 -7.02 -2.59
H 1.44 3.90 -1.31
H 2.22 3.73 0.26
H 1.94 5.38 -0.34
*
```

Density functional theory data (the ωB97M-V functional and the def2-TZVPD basis) for C16H16AsF6HoI2NO2 as an isolated structure at a distorted geometry.

Its HOMO energy (alpha / beta) is -14.419 / -14.914 eV. The value obtained for the LUMO energy (alpha / beta) is -6.678 / -8.576 eV. As for the expectation value of S²: 8.788. The electronic energy comes out at -5202.5788 Eh.

The geometry in ORCA input format:
```
! wB97M-V def2-TZVPD RIJCOSX def2/J DEFGRID3
* xyz 2 6
Ho 3.14 -0.86 -2.51
I 6.08 0.36 -3.27
C 5.07 2.19 -2.92
I 3.04 2.03 -3.73
H 5.60 2.92 -3.49
H 5.09 2.34 -1.87
C -4.47 2.58 2.99
C -3.92 1.95 1.70
C -4.82 1.54 0.70
C -4.44 0.92 -0.53
C -3.15 0.60 -0.75
C -2.25 0.88 0.37
N -1.02 0.31 0.25
C -0.17 -0.30 1.23
C -0.67 -0.87 2.38
C 0.06 -1.75 3.16
C 1.39 -2.00 2.87
C 1.95 -1.40 1.76
C 1.19 -0.66 0.88
C 1.89 -0.54 -0.38
O 1.31 -0.02 -1.39
O 3.08 -1.05 -0.43
C -2.52 1.73 1.47
C -1.50 2.20 2.46
H -5.52 2.63 2.89
H -4.06 3.59 3.14
H -4.19 1.98 3.87
H -5.88 1.69 0.82
H -5.20 0.65 -1.26
H -2.82 -0.05 -1.57
H -0.69 0.13 -0.67
H -1.71 -0.71 2.57
H -0.43 -2.26 4.01
H 1.92 -2.74 3.44
H 2.94 -1.75 1.54
H -1.66 1.72 3.43
H -1.58 3.29 2.65
H -0.49 2.11 2.16
F 3.22 -1.79 -4.64
As 2.78 -3.50 -4.15
F 3.78 -3.02 -2.69
F 4.21 -4.10 -4.71
F 1.42 -2.49 -3.18
F 1.77 -3.73 -5.44
F 2.26 -4.74 -3.15
*
```

Density functional theory data (the ωB97M-V functional and the def2-TZVPD basis) for C16H16BrCaClN6O5S as an isolated structure at a distorted geometry.

Its HOMO energy (alpha / beta) is -4.409 / -4.406 eV. For the energy above the lowest of the compared OMol25 structures with the same formula, charge and spin, the calculation gives 197.0 kJ/mol. The value obtained for the LUMO energy (alpha / beta) is 0.039 / 0.039 eV. The electronic energy comes out at -5434.0840 Eh.

The geometry in ORCA input format:
```
! wB97M-V def2-TZVPD RIJCOSX def2/J DEFGRID3
* xyz 0 1
Ca 0.41 -0.19 -0.27
O -2.88 -0.82 2.40
C -1.89 -0.32 1.57
O -1.05 -1.17 1.10
C -1.58 1.08 1.60
C -2.41 1.92 2.28
C -2.19 3.29 2.28
C -0.96 3.78 1.67
C -0.12 2.86 1.18
N -0.31 1.53 1.03
C 1.08 3.39 0.44
O 1.41 4.51 0.18
O 1.87 2.28 0.02
H -2.46 -1.71 2.50
H -3.24 1.46 2.91
H -2.85 3.95 2.81
H -0.76 4.84 1.40
C -4.64 0.20 -0.50
C -3.87 -0.91 -1.14
N -4.14 -2.17 -1.23
N -3.00 -2.72 -1.67
C -1.96 -1.88 -1.86
S -0.34 -2.29 -2.29
N -2.53 -0.70 -1.54
N -1.79 0.51 -1.39
H -5.71 0.10 -0.55
H -4.45 1.16 -0.90
H -4.46 0.02 0.59
H -2.96 -3.75 -1.72
H -2.11 0.92 -0.52
H -1.99 1.13 -2.24
O 5.99 -3.96 -0.32
C 4.93 -3.13 -0.28
C 4.27 -2.65 -1.41
C 3.14 -1.90 -1.34
N 2.68 -1.44 -0.16
C 3.35 -1.86 0.90
Br 2.56 -1.28 2.53
C 4.47 -2.67 0.98
H 6.31 -4.12 -1.22
H 4.77 -2.71 -2.38
H 2.70 -1.63 -2.27
H 4.83 -2.97 1.97
Cl 2.35 1.64 -2.43
C 2.83 2.56 -1.01
H 3.00 3.65 -1.20
H 3.75 2.17 -0.54
*
```

Density functional theory data (the ωB97M-V functional and the def2-TZVPD basis) for C16H16BrN3O6PdSe as an isolated structure at a distorted geometry.

Its HOMO energy (alpha / beta) is -15.527 / -15.528 eV. The value obtained for the LUMO energy (alpha / beta) is -9.255 / -9.227 eV. The electronic energy comes out at -6337.5659 Eh.

The geometry in ORCA input format:
```
! wB97M-V def2-TZVPD RIJCOSX def2/J DEFGRID3
* xyz 2 1
Pd -1.47 -0.21 -1.04
Br -0.95 -0.25 -3.74
C -2.24 -1.58 -3.31
C -2.83 -2.39 -4.25
C -3.77 -3.30 -3.80
C -4.08 -3.36 -2.45
C -3.43 -2.51 -1.57
N -2.52 -1.63 -2.01
H -2.56 -2.30 -5.30
H -4.27 -3.96 -4.50
H -4.81 -4.06 -2.06
H -3.63 -2.53 -0.51
C 2.75 -1.41 -0.30
C 1.92 -1.99 0.85
C 0.73 -2.56 0.12
O 0.43 -1.57 -0.90
C 1.69 -0.98 -1.33
H 3.39 -2.18 -0.72
H 3.38 -0.58 0.00
H 1.60 -1.21 1.55
H 2.46 -2.74 1.42
H -0.16 -2.70 0.73
H 0.97 -3.50 -0.38
H 1.55 0.10 -1.36
H 1.91 -1.35 -2.33
O -3.16 2.04 -0.87
N -3.02 1.16 -1.52
Se -2.15 -0.51 1.29
O -0.86 0.68 1.90
C -0.22 1.39 1.06
O -0.41 1.25 -0.18
C 0.72 2.36 1.61
C 1.42 3.21 0.74
C 2.31 4.13 1.25
C 2.52 4.21 2.62
C 1.83 3.36 3.46
C 0.92 2.43 2.99
N 2.06 3.43 4.92
O 1.44 2.65 5.61
O 2.81 4.29 5.31
H 1.24 3.15 -0.32
H 2.85 4.79 0.58
H 3.22 4.92 3.05
H 0.41 1.79 3.69
*
```

Density functional theory data (the ωB97M-V functional and the def2-TZVPD basis) for one molecule with the formula C16H16BrNO4S at a distorted geometry.

Its HOMO energy is -8.543 eV. For the energy above the lowest of the compared OMol25 structures with the same formula, charge and spin, the calculation gives 181.3 kJ/mol. The value obtained for the LUMO energy is -0.405 eV. As for the structure (SMILES): COc1cc(OCC=C(C)C)c(Br)cc1/C=C1\SC(=O)NC1=O. The electronic energy comes out at -3947.1683 Eh.

The geometry in ORCA input format:
```
! wB97M-V def2-TZVPD RIJCOSX def2/J DEFGRID3
* xyz 0 1
O 3.39 2.73 5.76
O -0.84 3.84 5.27
Br -2.82 -1.98 0.55
O 1.49 2.37 0.73
O -0.36 -1.76 -1.10
S 1.83 1.62 3.87
C 2.30 2.67 5.23
C 0.21 3.46 4.80
C -1.21 -3.07 -3.84
C 0.02 -2.81 -3.27
C 0.37 2.56 3.70
C -0.60 2.38 2.73
C 0.61 0.31 -0.26
C -1.46 0.38 1.61
C -1.47 -0.60 0.64
C -0.38 -0.68 -0.23
C 0.60 1.30 0.74
C -0.44 1.34 1.69
N 1.30 3.50 5.63
C 2.72 2.21 0.03
C -1.33 -4.30 -4.76
C -2.41 -2.21 -3.55
C 0.34 -1.65 -2.34
H 0.86 -3.45 -3.51
H -1.52 2.94 2.76
H 1.42 0.25 -0.95
H -2.30 0.45 2.29
H 1.27 3.88 6.55
H 3.20 1.26 0.35
H 2.59 2.18 -1.03
H 3.37 3.06 0.31
H -0.43 -4.52 -5.33
H -1.60 -5.24 -4.22
H -2.14 -4.08 -5.48
H -3.11 -2.13 -4.42
H -2.93 -2.63 -2.73
H -2.05 -1.19 -3.29
H 0.09 -0.72 -2.83
H 1.40 -1.65 -2.13
*
```

Density functional theory data (the ωB97M-V functional and the def2-TZVPD basis) for C16H16Cl3F5O2Os as an isolated structure at a distorted geometry.

Its HOMO energy (alpha / beta) is -0.262 / -0.240 eV. For the energy above the lowest of the compared OMol25 structures with the same formula, charge and spin, the calculation gives 370.0 kJ/mol. The value obtained for the LUMO energy (alpha / beta) is 3.975 / 3.565 eV. As for the expectation value of S²: 6.023. The electronic energy comes out at -2740.2153 Eh.

The geometry in ORCA input format:
```
! wB97M-V def2-TZVPD RIJCOSX def2/J DEFGRID3
* xyz -2 5
C 0.38 -2.04 -1.70
C -0.34 -1.19 -2.62
C -1.55 -0.76 -1.97
C 0.05 -0.87 -4.03
C -1.56 -1.30 -0.63
C -0.37 -2.11 -0.47
C -0.08 -2.93 0.73
C 1.64 -2.78 -2.02
C -2.67 -0.03 -2.63
C -2.69 -1.19 0.35
Os 0.21 -0.05 -0.91
Cl 1.30 1.35 -2.47
Cl 2.15 -0.39 0.19
Cl -1.04 1.80 -0.16
H 1.14 -0.84 -4.13
H -0.34 0.11 -4.31
H -0.35 -1.61 -4.71
H -2.31 0.87 -3.13
H -3.42 0.24 -1.89
H -3.13 -0.67 -3.38
H -3.11 -0.18 0.34
H -2.34 -1.42 1.36
H -3.48 -1.90 0.09
H -0.63 -2.53 1.59
H 0.98 -2.92 0.99
H -0.41 -3.96 0.58
H 2.36 -2.11 -2.48
H 1.44 -3.58 -2.73
H 2.08 -3.19 -1.11
O 2.15 -2.60 2.65
H 2.54 -2.36 3.52
F 1.65 5.80 4.02
C 1.29 4.63 3.47
C 2.24 3.94 2.73
F 3.46 4.47 2.44
C 1.89 2.73 2.20
F 2.68 2.14 1.30
C 0.67 2.01 2.61
O 0.52 0.79 2.55
C -0.36 2.92 3.10
F -1.63 2.51 3.12
C -0.03 4.18 3.55
F -0.99 5.03 4.00
*
```